[1]
{"formula": "C51H54N4O7P5Tl", "method": "ωB97M-V/def2-TZVPD", "symbols": ["Tl", "N", "C", "C", "P", "O", "O", "O", "P", "O", "O", "O", "H", "H", "H", "H", "H", "H", "H", "H", "N", "P", "C", "C", "C", "C", "C", "C", "C", "C", "C", "C", "C", "C", "C", "C", "C", "C", "C", "N", "H", "H", "H", "H", "H", "H", "H", "H", "H", "H", "H", "H", "H", "H", "H", "C", "N", "C", "P", "C", "C", "C", "C", "C", "C", "C", "C", "C", "C", "C", "C", "C", "C", "C", "C", "C", "C", "P", "C", "C", "C", "C", "C", "C", "C", "C", "C", "C", "C", "C", "H", "H", "H", "H", "H", "H", "H", "H", "H", "H", "H", "H", "H", "H", "H", "H", "H", "H", "H", "H", "H", "H", "H", "H", "H", "H", "H", "H", "H", "O", "H", "H"], "positions_angstrom": [[0.4545, 1.2444, -1.5598], [3.0821, 5.6083, -2.7791], [3.0222, 4.2969, -2.0951], [4.3992, 3.8138, -1.7270], [2.0065, 4.5386, -0.5699], [0.8457, 5.4755, -1.3369], [2.7436, 5.4099, 0.3671], [1.3978, 3.2585, -0.1091], [2.4028, 3.1953, -3.4490], [0.7723, 3.4952, -3.3564], [2.9191, 3.9086, -4.6669], [2.6473, 1.7507, -3.2235], [3.8306, 6.1998, -2.4203], [2.1669, 6.0419, -2.5953], [3.1658, 5.2957, -3.8043], [4.8683, 4.4918, -1.0138], [5.0204, 3.7017, -2.6180], [4.2946, 2.8400, -1.2523], [0.2164, 5.7106, -0.6562], [0.4134, 3.2854, -4.2220], [2.3066, -2.0462, -2.6012], [2.7001, -0.8649, -1.4131], [4.4709, -1.3428, -1.3209], [4.9292, -2.4662, -0.6430], [6.2767, -2.7786, -0.6497], [7.1727, -1.9734, -1.3339], [6.7192, -0.8540, -2.0135], [5.3726, -0.5371, -2.0056], [2.0851, -1.6864, 0.1248], [1.4896, -3.0396, 0.0589], [0.5599, -3.4748, 1.9478], [0.8814, -2.3628, 2.8783], [1.6166, -1.2890, 2.5571], [2.1188, -0.9423, 1.2476], [1.2795, -1.9439, -3.4977], [1.1140, -2.9348, -4.4793], [0.0553, -2.8357, -5.3524], [-0.8037, -1.7458, -5.2450], [-0.5581, -0.8179, -4.2508], [0.4460, -0.9144, -3.3876], [2.9877, -2.7671, -2.8082], [4.2326, -3.0952, -0.1102], [6.6309, -3.6505, -0.1180], [8.2245, -2.2196, -1.3357], [7.4191, -0.2265, -2.5450], [4.9930, 0.3279, -2.5308], [1.6364, -3.5010, -0.9176], [-0.0078, -4.2665, 2.4386], [0.5550, -2.4960, 3.9014], [1.8281, -0.5659, 3.3352], [2.5668, 0.0422, 1.1793], [1.8076, -3.7621, -4.5240], [-0.0987, -3.5892, -6.1128], [-1.6352, -1.6296, -5.9222], [-1.1851, 0.0576, -4.1351], [-1.6887, -1.2239, 2.1087], [-2.9465, -0.5472, 1.9304], [-2.9350, 0.9006, 1.9422], [-1.3073, 1.6412, 1.3833], [-1.9723, 3.3538, 1.1818], [-1.7322, 4.0116, -0.0179], [-2.2390, 5.2806, -0.2454], [-2.9863, 5.9126, 0.7330], [-3.2171, 5.2725, 1.9396], [-2.7150, 4.0029, 2.1620], [-0.3926, 1.9228, 2.9610], [-0.9330, 1.9555, 4.2427], [-0.1307, 2.2453, 5.3335], [1.2255, 2.4726, 5.1689], [1.7784, 2.4161, 3.8998], [0.9741, 2.1507, 2.8058], [-4.0710, -1.1046, 2.5705], [-5.2984, -1.0830, 1.9118], [-6.4162, -1.6477, 2.4945], [-6.3355, -2.2195, 3.7546], [-5.1265, -2.2200, 4.4293], [-4.0021, -1.6669, 3.8437], [-0.9122, -1.3974, 0.3928], [-2.4700, -1.9330, -0.4340], [-3.3813, -2.8435, 0.1017], [-4.5196, -3.1960, -0.5977], [-4.7737, -2.6380, -1.8419], [-3.8769, -1.7329, -2.3831], [-2.7324, -1.3851, -1.6828], [0.0065, -3.0693, 0.5501], [1.8697, -3.9346, 1.2565], [1.9168, -5.3920, 0.9829], [0.9562, -6.0598, 0.3400], [-0.2255, -5.4656, -0.2428], [-0.6492, -4.2003, -0.1627], [-1.8556, -2.2215, 2.5174], [-1.0036, -0.6818, 2.7695], [-3.2166, 1.2845, 2.9351], [-3.6919, 1.2587, 1.2310], [-1.1063, 3.5350, -0.7554], [-2.0539, 5.7829, -1.1856], [-3.3800, 6.9044, 0.5636], [-3.7815, 5.7700, 2.7165], [-2.8987, 3.5235, 3.1110], [-1.9815, 1.7574, 4.4197], [-0.5739, 2.3014, 6.3191], [1.8439, 2.7002, 6.0263], [2.8367, 2.5881, 3.7606], [1.3948, 2.1504, 1.8119], [-5.3547, -0.6431, 0.9281], [-7.3558, -1.6456, 1.9607], [-7.2103, -2.6591, 4.2102], [-5.0578, -2.6399, 5.4234], [-3.0658, -1.6543, 4.3835], [-3.1981, -3.3010, 1.0618], [-5.2100, -3.9134, -0.1731], [-5.6709, -2.9081, -2.3842], [-4.0722, -1.3033, -3.3560], [-2.0237, -0.6908, -2.1084], [2.7707, -3.6103, 1.7784], [2.7807, -5.9241, 1.3573], [1.0575, -7.1294, 0.2025], [-0.8249, -6.1416, -0.8391], [-1.5175, -3.9486, -0.7484], [-1.9767, 2.2458, -2.9603], [-2.5775, 2.1252, -2.2206], [-1.6226, 3.1391, -2.8973]], "atomic_forces_ev_per_a": [[-0.030, -0.093, 0.196], [-0.097, 0.403, -0.377], [-0.518, -0.800, 0.532], [0.386, -0.130, 0.112], [-0.430, 0.575, -0.133], [0.584, -0.617, 0.177], [0.364, 0.095, -0.022], [0.059, -0.316, -0.247], [-0.497, 0.196, -0.362], [0.529, -0.092, 0.046], [0.036, 0.020, -0.106], [0.049, 0.070, 0.296], [-0.086, -0.027, -0.065], [0.187, 0.301, -0.227], [0.113, 0.409, 0.153], [0.032, 0.045, 0.020], [0.093, -0.036, 0.034], [0.118, -0.073, 0.001], [-0.432, 0.375, 0.256], [-0.211, -0.029, -0.377], [0.410, 0.065, -0.116], [0.383, -0.692, 0.507], [-0.203, 0.278, -0.006], [-0.033, 0.016, -0.023], [0.066, -0.117, 0.047], [0.035, 0.031, -0.028], [0.154, 0.016, -0.036], [-0.086, 0.012, 0.001], [0.252, 0.564, 0.197], [0.271, -0.103, -0.286], [-0.215, -0.230, 0.157], [0.354, 0.241, 0.071], [-0.294, -0.214, 0.678], [0.350, -0.089, -0.786], [-0.379, -0.182, -0.373], [-0.049, -0.025, -0.029], [0.131, 0.141, 0.176], [-0.085, 0.083, -0.041], [-0.126, -0.142, -0.408], [0.311, -0.189, 0.192], [-0.147, 0.123, 0.131], [-0.075, -0.090, 0.126], [0.016, -0.059, 0.029], [0.082, -0.005, -0.001], [0.055, 0.064, -0.054], [0.027, 0.159, -0.098], [-0.045, 0.077, 0.097], [0.020, 0.053, 0.016], [-0.013, 0.150, 0.112], [-0.054, 0.020, 0.072], [0.013, 0.202, -0.046], [0.040, -0.071, -0.027], [-0.001, -0.020, -0.011], [-0.078, 0.076, -0.004], [-0.125, 0.069, -0.014], [0.398, 0.096, -0.183], [-0.106, -0.056, 0.310], [0.050, 0.262, -0.127], [-0.526, 0.754, 0.490], [0.035, -0.191, -0.109], [-0.010, -0.071, 0.073], [-0.093, 0.151, -0.105], [-0.019, 0.091, 0.019], [-0.058, 0.066, 0.118], [-0.003, 0.021, -0.041], [0.047, -0.278, -0.154], [-0.057, -0.046, -0.026], [-0.055, -0.012, 0.173], [0.045, 0.031, 0.009], [0.083, 0.039, 0.101], [-0.067, -0.035, -0.036], [-0.342, -0.069, 0.152], [0.078, 0.061, 0.082], [-0.095, 0.079, 0.035], [-0.066, -0.077, 0.073], [-0.086, -0.060, 0.076], [0.132, 0.104, -0.127], [-0.247, -1.036, -0.024], [0.155, 0.191, -0.016], [-0.078, 0.019, -0.227], [0.003, -0.131, 0.119], [-0.041, 0.084, -0.132], [-0.242, -0.039, -0.173], [0.035, -0.052, 0.205], [-0.266, 0.539, -0.116], [0.319, -0.039, 0.101], [-0.109, -0.244, -0.171], [0.529, -0.205, 0.234], [-0.494, 0.098, -0.140], [-0.108, -0.359, -0.162], [0.043, 0.054, 0.060], [-0.123, -0.192, -0.010], [-0.021, 0.039, -0.144], [0.161, 0.130, 0.120], [0.096, -0.016, -0.101], [0.037, 0.010, -0.095], [-0.020, 0.062, -0.025], [-0.048, 0.012, 0.021], [-0.001, -0.036, 0.126], [-0.067, -0.004, -0.045], [0.002, -0.047, 0.045], [0.037, -0.008, 0.029], [0.045, 0.048, -0.037], [0.083, 0.043, -0.118], [0.022, 0.019, -0.163], [-0.071, 0.008, -0.034], [-0.073, -0.035, 0.029], [-0.006, -0.049, 0.033], [0.109, -0.024, 0.030], [0.038, -0.047, 0.141], [-0.031, 0.011, 0.031], [0.013, -0.011, -0.023], [0.025, 0.055, -0.069], [0.045, 0.108, -0.043], [-0.042, -0.031, 0.007], [0.027, -0.128, 0.036], [0.103, -0.027, 0.030], [-0.094, 0.006, -0.082], [-0.024, -0.167, -0.045], [-0.078, -0.190, -0.437], [-0.091, 0.179, 0.136], [-0.047, 0.050, 0.172]], "lowdin_charge": [0.79, 0.15, -0.53, -0.08, 0.31, -0.20, -0.30, -0.44, 0.30, -0.24, -0.31, -0.39, 0.16, 0.13, 0.12, 0.09, 0.09, 0.08, 0.04, 0.07, -0.12, 1.02, -0.34, -0.08, -0.08, -0.09, -0.08, -0.09, -0.37, -0.24, -0.20, -0.07, -0.09, -0.13, -0.38, -0.01, -0.07, -0.07, -0.16, 0.04, 0.11, 0.09, 0.10, 0.10, 0.10, 0.09, 0.13, 0.15, 0.12, 0.10, 0.10, 0.11, 0.11, 0.10, 0.09, -0.34, -0.22, -0.30, 1.05, -0.34, -0.13, -0.09, -0.08, -0.07, -0.08, -0.35, -0.10, -0.09, -0.09, -0.07, -0.11, -0.27, -0.03, -0.08, -0.10, -0.09, -0.02, 1.12, -0.38, -0.12, -0.08, -0.08, -0.08, -0.10, -0.39, -0.20, -0.04, -0.09, -0.08, -0.06, 0.09, 0.06, 0.08, 0.10, 0.03, 0.11, 0.10, 0.10, 0.09, 0.09, 0.10, 0.10, 0.11, 0.06, 0.12, 0.10, 0.10, 0.10, 0.11, 0.12, 0.11, 0.10, 0.10, 0.05, 0.14, 0.10, 0.10, 0.10, 0.09, -0.11, 0.04, 0.02], "homo_ha": -0.2780, "multiplicity": 1, "homo_lumo_gap_ev": 7.8, "total_charge": 0, "relative_energy_ev": 3.5077, "energy_ha": -4600.95993}


[2]
{"formula": "C3H3ClF2", "method": "ωB97M-V/def2-TZVPD", "symbols": ["C", "C", "C", "F", "F", "Cl", "H", "H", "H"], "positions_angstrom": [[-1.2498, -0.4574, 0.2069], [-2.5520, -0.3770, 0.1893], [-0.1443, 1.2405, -0.2308], [-3.3948, -1.3994, 0.4640], [0.1458, 1.7026, 0.9709], [-3.4283, 0.9717, -0.5399], [-0.6819, -1.2768, 0.6663], [-0.8363, 1.9560, -0.6161], [0.5291, 0.9987, -0.8954]], "atomic_forces_ev_per_a": [[2.883, 2.927, -0.280], [-0.990, 0.090, -1.296], [-7.313, -1.785, 3.518], [0.509, 0.684, 0.206], [1.613, 0.058, 1.094], [0.181, -0.682, 0.551], [-0.366, 0.382, -0.402], [-0.822, -0.074, -0.740], [4.306, -1.599, -2.652]], "nbo_charge": [-0.35, 0.30, 0.18, -0.32, -0.33, -0.03, 0.23, 0.16, 0.15], "homo_ha": -0.3657, "multiplicity": 1, "homo_lumo_gap_ev": 10.7, "total_charge": 0, "relative_energy_ev": 3.0291, "energy_ha": -775.90781}


Question: Which formula does entry 1 have?
Answer: C51H54N4O7P5Tl